1.
Computed, not measured: a structure of composition C11H28BaF3N2O15S3 at a distorted geometry, with ωB97M-V with the def2-TZVPD basis set.

The geometry in ORCA input format:
```
! RIJCOSX wB97M-V def2-TZVPD def2/J DEFGRID3
* xyz -3 1
Ba 23.2671 -29.3060 14.9819
S 19.7114 -27.7065 15.8336
O 19.0903 -28.8528 15.0385
O 19.0289 -26.4365 15.4822
O 19.5565 -27.9824 17.2702
O 21.1532 -27.6210 15.4006
S 24.4170 -26.3658 14.1979
O 25.4736 -26.3940 13.1261
O 24.8496 -27.2064 15.3501
O 24.1324 -24.9755 14.5865
O 23.1320 -26.9313 13.6802
C 24.5692 -28.2004 19.4707
F 25.7194 -28.1603 18.7533
F 24.3988 -29.5019 19.7663
F 24.8709 -27.5331 20.5882
S 23.1849 -27.4738 18.4459
O 22.0338 -27.3328 19.2945
O 23.6372 -26.2053 17.9808
O 23.0594 -28.4726 17.3850
C 20.4814 -31.5610 14.4539
C 20.4369 -31.0863 13.0261
O 21.5756 -30.2587 12.8148
O 20.6481 -30.5486 15.3950
H 21.3380 -32.1999 14.7334
H 19.5969 -32.1847 14.6900
H 19.5281 -30.4834 12.8904
H 20.3663 -31.8678 12.2500
H 21.6654 -30.0552 11.8755
H 19.8969 -29.8192 15.3047
C 24.5960 -33.0558 15.1962
C 24.5842 -32.2509 16.4720
C 25.7275 -31.2433 16.6862
O 25.9916 -30.3894 15.5961
C 27.0564 -29.4822 15.8955
N 23.2750 -31.5954 16.6097
H 25.4649 -33.6999 15.0637
H 24.4943 -32.4586 14.2816
H 23.6510 -33.6113 15.1479
H 24.7428 -32.9618 17.3018
H 26.5799 -31.9272 16.8708
H 25.5445 -30.7468 17.6464
H 26.9277 -28.7009 15.1464
H 28.0294 -29.9774 15.7522
H 26.9885 -29.0833 16.9056
H 22.5663 -32.3115 16.7725
H 23.1859 -31.1269 17.5158
C 26.1570 -31.1809 11.4892
C 24.9786 -30.2970 11.1096
C 23.7675 -31.0536 10.6150
O 22.7324 -30.1052 10.3791
C 21.7784 -30.4426 9.3784
N 24.6826 -29.5347 12.3870
H 26.9945 -30.6570 11.9429
H 26.6174 -31.6610 10.6005
H 25.8826 -32.0495 12.0931
H 25.3260 -29.6934 10.2601
H 23.3681 -31.7887 11.3245
H 24.0591 -31.5646 9.6852
H 20.8297 -30.1460 9.8255
H 21.8011 -31.5079 9.1401
H 21.9821 -29.8541 8.4814
H 25.3783 -28.7804 12.3466
H 23.8464 -29.0513 12.0347
*
```

Values from the calculation:
- F_max (eV Å⁻¹) = 3.24
- orbital gap (eV) = 3.38
- DFT total energy (a.u.) = -3193.7273

Mulliken population analysis, charges in e, atoms 1 to 6: Ba 0.882; S 0.993; O -0.785; O -0.802; O -0.742; O -0.519



2.
Computed, not measured: a cluster of 4 separate species, C20H44Cl3N2 in total at a distorted geometry, with ωB97M-V with the def2-TZVPD basis set.

The geometry in ORCA input format:
```
! RIJCOSX wB97M-V def2-TZVPD def2/J DEFGRID3
* xyz 0 2
C -0.0166 7.4760 -1.7501
C 0.4509 6.5890 -0.6012
C 0.2470 5.1070 -1.0449
C 0.6270 4.1974 0.1109
N 0.7188 2.7063 -0.3069
C 1.8530 2.4772 -1.3880
C 2.2201 1.0459 -1.1749
C 2.0190 0.7479 0.3176
C 1.0530 1.8052 0.9278
C -0.6992 2.3229 -0.7029
H 0.2563 8.5031 -1.5080
H -1.0991 7.5789 -1.8260
H 0.4311 7.1727 -2.6965
H -0.1801 6.8724 0.2412
H 1.5092 6.8083 -0.4596
H 0.8214 5.0664 -1.9704
H -0.8204 4.9504 -1.2009
H -0.0958 4.3123 0.9187
H 1.6169 4.4562 0.4865
H 1.6552 2.8030 -2.4092
H 2.5989 3.1717 -1.0017
H 1.4670 0.5055 -1.7484
H 3.2462 0.8223 -1.4668
H 1.8371 -0.2842 0.6173
H 2.9879 0.9338 0.7811
H 0.1566 1.4464 1.4336
H 1.5952 2.4896 1.5802
H -0.7465 1.2385 -0.8027
H -0.9658 2.6794 -1.6979
H -1.4657 2.3748 0.0704
C -0.0453 -4.0321 -4.8767
C -0.4854 -3.5268 -3.5374
C 0.3833 -3.9375 -2.3443
C -0.1589 -3.4018 -0.9353
N 0.5655 -3.9966 0.3156
C 0.1736 -3.3039 1.6392
C 1.1834 -3.6296 2.6784
C 2.4514 -3.5391 1.8383
C 2.0799 -3.6928 0.3568
C 0.2214 -5.4950 0.4379
H -0.0405 -5.1219 -4.8968
H 0.9413 -3.7154 -5.2149
H -0.7886 -3.6809 -5.5924
H -1.5139 -3.8063 -3.3093
H -0.4171 -2.4402 -3.5898
H 1.4285 -3.6306 -2.3056
H 0.5164 -5.0184 -2.2998
H -1.2338 -3.5053 -0.7871
H 0.0087 -2.3359 -0.7808
H -0.8562 -3.6165 1.8117
H 0.2381 -2.2538 1.3540
H 1.0198 -4.6198 3.1038
H 1.2687 -2.9061 3.4892
H 3.2673 -4.1892 2.1544
H 2.7640 -2.4956 1.8768
H 2.5200 -4.4479 -0.2944
H 2.2363 -2.7497 -0.1670
H 0.5961 -5.9739 -0.4667
H -0.8437 -5.6738 0.5855
H 0.7916 -5.8306 1.3041
Cl -2.0909 -0.4984 1.6490
Cl -6.7982 1.3204 5.3653
C -5.5015 1.6121 4.1808
C -4.3998 0.5340 4.3196
Cl -3.6890 0.2760 5.9237
H -5.1089 2.5650 4.5358
H -5.8586 1.8577 3.1807
H -3.5233 0.9152 3.7957
H -4.5806 -0.3919 3.7737
*
```

Values from the calculation:
- F_max (eV Å⁻¹) = 2.48
- <S²> = 0.75
- orbital gap (alpha / beta) (eV) = 2.59 / 7.98
- DFT total energy (a.u.) = -2278.2984

Mulliken population analysis, charges in e, atoms 1 to 6: C -1.362; C -0.356; C -0.451; C -1.223; N 1.296; C -1.138